# 1
A cluster of 11 separate species, C34H74O26S8 in total, computed with wB97M-V/def2-TZVPD.

SMILES: O=S1(=O)CCCC1.O=S1(=O)CCCC1.O=S1(=O)CCCC1.O=S1(=O)CCCC1.O=S1(=O)CCCC1.O=S1(=O)CCCC1.O=S1(=O)OCCO1.O=S1(=O)OCCO1.OCCO.OCCO.OCCO
HOMO energy, eV: -9.83
E, eV: -176368.7363

ORCA input file:
```
! RIJCOSX wB97M-V def2-TZVPD def2/J DEFGRID3
* xyz 0 1
O -1.95321 -6.65043 -0.85840
S -1.20810 -6.14718 0.27653
O 0.03748 -6.79410 0.61038
C -1.06417 -4.35129 0.14226
C -1.76212 -3.75241 1.37989
C -2.83078 -4.72819 1.90578
C -2.25159 -6.13273 1.76729
H -1.41973 -3.96530 -0.80418
H -0.01159 -4.19210 0.36961
H -1.02716 -3.41283 2.10577
H -2.33961 -2.88279 1.05273
H -3.69389 -4.62733 1.24478
H -3.08258 -4.53913 2.94685
H -2.95424 -6.95619 1.68166
H -1.57238 -6.22287 2.61642
O 2.16541 6.06247 0.47251
S 1.41153 5.75260 1.68760
O 0.54072 6.75147 2.25410
C 0.45686 4.26013 1.28542
C 0.62828 3.36215 2.50771
C 2.08694 3.43822 2.96709
C 2.52281 4.89514 2.88604
H 1.08458 3.80678 0.50816
H -0.51651 4.39144 0.82700
H -0.01861 3.78354 3.28665
H 0.33211 2.35431 2.24092
H 2.58884 2.90624 2.15828
H 2.27896 2.97186 3.92584
H 3.54033 5.20762 2.66456
H 2.30832 5.41603 3.82673
O -2.20890 -2.37140 -2.52119
S -3.56422 -2.15511 -2.05007
O -3.69982 -1.22430 -0.96018
C -4.71262 -1.87460 -3.45647
C -5.15629 -3.25753 -3.89699
C -5.40746 -4.02800 -2.60281
C -4.20940 -3.80678 -1.68345
H -4.37743 -1.17641 -4.21808
H -5.58719 -1.46980 -2.93504
H -6.02311 -3.35490 -4.54837
H -4.38189 -3.84824 -4.39956
H -5.50784 -5.09740 -2.78834
H -6.30801 -3.70664 -2.07176
H -3.41853 -4.53173 -1.88523
H -4.41439 -3.92858 -0.62114
O 1.86354 0.46911 2.58341
S 3.14744 0.07560 2.04836
O 3.99483 1.10450 1.48027
C 4.07650 -0.66015 3.43709
C 3.44056 -2.03993 3.50125
C 3.21245 -2.61278 2.09659
C 3.07742 -1.44227 1.08727
H 4.03416 0.04976 4.25955
H 5.11797 -0.61848 3.10893
H 3.93592 -2.73454 4.17543
H 2.44706 -1.88170 3.92918
H 2.31385 -3.21629 2.03254
H 4.00199 -3.25806 1.71384
H 2.16581 -1.45903 0.49302
H 3.93508 -1.35693 0.42142
O 2.84968 1.65323 -2.27243
S 4.24098 1.69166 -2.65949
O 5.06505 0.49159 -2.69122
C 4.42136 2.45471 -4.30580
C 4.86074 3.90556 -4.01820
C 5.77737 3.87092 -2.79875
C 5.10645 3.03383 -1.75432
H 3.65269 2.29124 -5.04990
H 5.37820 2.08676 -4.68850
H 5.32457 4.44770 -4.84575
H 3.98083 4.53757 -3.85381
H 6.03304 4.87073 -2.44732
H 6.72184 3.45363 -3.16279
H 4.20722 3.38813 -1.24445
H 5.75622 2.56205 -1.01946
O -3.04542 1.27772 -5.00813
S -3.51024 2.44382 -4.27889
O -3.03557 3.76925 -4.57441
C -5.35365 2.42995 -4.33246
C -5.75360 1.76995 -3.00863
C -4.79396 2.22507 -1.91219
C -3.39273 2.08633 -2.47130
H -5.74693 2.01882 -5.25144
H -5.63487 3.46511 -4.12988
H -6.78041 2.04620 -2.75721
H -5.81002 0.68258 -3.10320
H -4.99459 1.68996 -0.98743
H -4.99742 3.28644 -1.72792
H -3.23223 1.00432 -2.51543
H -2.52430 2.61271 -2.08704
O 1.90192 -5.83908 -2.30906
S 2.17610 -4.63374 -1.60366
O 2.41973 -4.63263 -0.20862
O 3.36225 -3.82370 -2.33588
C 2.84083 -3.23228 -3.52726
C 1.47949 -2.69692 -3.08884
O 1.05980 -3.50255 -1.97850
H 3.55188 -2.47255 -3.83996
H 2.78200 -4.01225 -4.29094
H 0.68770 -2.80266 -3.82934
H 1.54048 -1.63583 -2.84835
O -3.49045 1.65317 5.86514
S -2.52191 0.91232 5.13543
O -1.17789 1.39610 5.08015
O -2.52746 -0.66734 5.37504
C -2.26401 -1.32000 4.12861
C -3.15958 -0.54186 3.14359
O -3.04658 0.80454 3.60277
H -1.20489 -1.36231 3.88460
H -2.62858 -2.33743 4.25611
H -4.19002 -0.89723 3.14866
H -2.80264 -0.52159 2.11957
O 2.31462 4.90045 -2.08360
C 1.11276 5.46918 -2.58592
C 0.41714 4.44202 -3.45748
O -0.12323 3.41470 -2.64522
H 2.53748 5.42609 -1.29145
H 0.43488 5.85707 -1.81549
H 1.33016 6.38125 -3.17510
H 1.03488 4.04171 -4.27066
H -0.38581 4.93573 -4.01338
H 0.50844 3.19673 -1.94628
O 0.85352 1.04411 -0.58814
C -0.05120 -0.02957 -0.83851
C -0.88346 -0.21953 0.37052
O -0.18776 -0.65165 1.55064
H 1.52761 1.03328 -1.27628
H -0.73008 0.34313 -1.62149
H 0.40087 -0.96078 -1.18737
H -1.77004 -0.82132 0.17803
H -1.32304 0.73276 0.71175
H 0.72316 -0.34465 1.40781
O 2.24564 -2.22891 7.11703
C 1.56820 -0.99512 7.12683
C 1.73453 -0.21557 5.85576
O 1.28286 -0.94048 4.70086
H 2.02115 -2.68234 6.29652
H 0.51607 -1.12806 7.41693
H 1.91541 -0.36005 7.94710
H 2.80121 -0.03261 5.67806
H 1.21841 0.74624 5.89494
H 1.33270 -0.32804 3.95666
*
```



# 2
A structure of composition C36H42N4O4PdTe, computed with wB97M-V/def2-TZVPD.

HOMO energy, eV: -0.89
E, eV: -62937.8763

ORCA input file:
```
! RIJCOSX wB97M-V def2-TZVPD def2/J DEFGRID3
* xyz -2 1
Pd -0.73463 -1.53350 -0.56156
C 2.39256 1.47808 -1.11393
O 1.27385 2.29618 -0.92337
C 0.02653 1.61635 -0.42954
O 0.22772 0.35833 -0.14291
N -2.27551 1.80235 -1.53952
N -2.83813 0.55119 -1.16420
H 3.27163 1.97606 -0.68330
H 2.57957 1.31027 -2.18464
H 2.25083 0.50820 -0.62966
H -2.63957 2.48889 -0.89483
H -2.65083 -0.11662 -1.90687
H -2.41391 0.17185 -0.31708
C 0.04995 3.36223 -6.21705
C 0.05066 2.28705 -5.16058
C 0.51649 1.00557 -5.45032
C 0.54826 0.02343 -4.46906
C 1.06270 -1.36272 -4.75343
C 0.09813 0.32263 -3.18607
C -0.37376 1.59317 -2.87443
C -0.38560 2.56513 -3.87469
N -0.87139 1.95143 -1.58882
C -0.35914 2.44683 0.84617
C -1.52968 1.80433 1.61218
C -1.81164 2.56083 2.91334
C -2.14983 4.01894 2.57989
C -0.96731 4.67134 1.85494
C 0.26660 4.62252 2.75974
C 0.59585 3.16351 3.08645
C -0.58137 2.52455 3.82002
C 0.86102 2.40063 1.78837
C -0.67787 3.91637 0.55242
H 0.21331 2.93822 -7.20998
H 0.83957 4.09720 -6.03811
H -0.89842 3.90335 -6.23409
H 0.85984 0.77266 -6.45548
H 1.18565 -1.53558 -5.82480
H 0.38249 -2.11604 -4.35168
H 2.03008 -1.52425 -4.27091
H 0.12333 -0.45219 -2.41837
H -0.74573 3.55406 -3.61293
H -1.27811 0.75912 1.81332
H -2.44858 1.79623 1.02027
H -2.65781 2.08527 3.41930
H -2.38155 4.57564 3.49722
H -3.04102 4.05535 1.94268
H -1.21011 5.71669 1.62435
H 0.08207 5.18840 3.68245
H 1.11662 5.09174 2.25076
H 1.49038 3.12130 3.71978
H -0.78603 3.05965 4.75715
H -0.33846 1.49236 4.08180
H 1.09060 1.35142 1.99403
H 1.72169 2.83484 1.27408
H 0.16832 4.36663 0.02532
H -1.54051 4.00071 -0.11666
C -0.58691 -5.24331 -2.19968
Te -0.65786 -3.98610 -0.41832
C 1.47099 -4.04572 -0.73214
C 1.77129 -5.35362 -1.39567
C 3.00211 -5.99374 -1.30848
C 3.21623 -7.21764 -1.92872
C 2.19250 -7.81576 -2.64803
C 0.96039 -7.18189 -2.74846
C 0.73727 -5.95280 -2.13795
H -0.67472 -4.60567 -3.08065
H -1.40867 -5.96039 -2.20528
H 1.96447 -3.89958 0.22655
H 1.71427 -3.20378 -1.38015
H 3.79604 -5.52860 -0.73489
H 4.17903 -7.70810 -1.84062
H 2.34901 -8.77755 -3.12327
H 0.15443 -7.64872 -3.30458
O 0.31446 -2.66632 2.12035
C -0.58458 -2.10344 2.73769
N -1.88888 -1.95705 2.40197
C -2.53216 -1.32409 3.41776
O -3.72234 -1.03577 3.49460
C -1.54985 -0.98837 4.52209
C -1.69651 -0.35209 5.73766
C -0.54979 -0.18321 6.51201
C 0.68891 -0.64094 6.06893
C 0.81850 -1.29328 4.84284
C -0.32662 -1.45730 4.09070
H -2.66523 0.01232 6.05724
H -0.61390 0.32406 7.46889
H 1.56380 -0.47869 6.68936
H 1.77451 -1.65102 4.48112
*
```



Kohn-Sham gap for the records above, in order: 9.8452; 5.0430 eV
F_max for the records above, in order: 0.0612; 0.0084 hartree/bohr